(1)
2 unconnected molecules or ions with the total composition CH2BrO3P at a distorted geometry. Source: the OMol25 dataset; level of theory: ωB97M-V with the def2-TZVPD basis set.

Structure (XYZ):
```
8
Properties=species:S:1:pos:R:3:mulliken_charge:R:1
Br 2.749 0.217 0.144 -0.510
P -4.502 0.135 0.005 0.915
O -4.149 0.122 1.428 -0.625
O -4.709 -1.158 -0.725 -0.651
O -4.789 1.407 -0.686 -0.644
C 0.890 -0.624 -0.578 -0.530
H -0.024 -0.216 0.110 0.002
H 0.470 -0.073 -1.394 0.042
```

Output
Total charge   -2
ΔE to the lowest compared entry with this formula, charge and spin   67.6 kJ/mol
Calculated total energy   -86543.5638 eV
Spin multiplicity   1
Molar mass   172.9 u

(2)
A gas-phase ion, C6H11N2 (charge +1) at a distorted geometry. Source: the OMol25 dataset; level of theory: ωB97M-V with the def2-TZVPD basis set.

Structure (XYZ):
```
19
Properties=species:S:1:pos:R:3:mulliken_charge:R:1
N 1.440 -1.501 0.322 -0.486
N -0.785 -0.644 -0.027 0.040
C 2.568 0.703 -0.014 -0.908
C -0.488 1.780 -0.449 -1.235
C -0.058 0.391 -0.287 0.710
C 1.463 -0.273 -0.012 0.627
C 0.059 -1.896 0.412 -0.472
C -2.232 -0.692 -0.029 -0.820
H -0.327 2.273 0.559 0.321
H -2.820 -1.060 -0.980 0.286
H 2.499 0.820 1.073 0.296
H -2.651 -1.285 0.813 0.329
H -0.256 -2.794 -0.124 0.387
H 3.528 0.328 -0.279 0.377
H 0.217 2.155 -1.263 0.380
H -0.142 -2.085 1.481 0.340
H -1.648 1.904 -0.627 0.358
H -2.507 0.367 0.085 0.263
H 2.140 1.509 -0.654 0.208
```

Output
Total charge   +1
ΔE to the lowest compared entry with this formula, charge and spin   240.9 kJ/mol
Calculated total energy   -9372.2377 eV
Spin multiplicity   1
Molar mass   111.2 u

(3)
A molecular structure, C18H43FGaN2O8. Source: the OMol25 dataset; level of theory: ωB97M-V with the def2-TZVPD basis set.

Structure (XYZ):
```
73
Properties=species:S:1:pos:R:3:mulliken_charge:R:1
Ga -4.862 -2.430 0.841 -0.199
F -5.421 -0.749 4.183 -0.306
O 1.744 3.519 2.515 -0.320
O 4.321 -1.148 -1.142 -0.297
O 0.062 3.671 -0.036 -0.418
O -4.177 -2.555 4.394 -0.582
O -4.377 -0.682 0.371 -0.361
O 1.392 6.426 -0.114 -0.228
O 1.685 -2.633 -1.753 -0.277
O 3.536 -3.775 -3.903 -0.245
N -6.125 -3.062 -0.444 -0.518
N -3.311 -3.516 1.027 -0.344
C -0.818 -3.201 0.967 -0.735
C 3.717 -4.926 -4.688 -0.767
C -5.851 -2.491 2.662 -0.574
C 1.774 7.438 -1.011 -0.775
C 1.991 -2.138 -3.041 -0.496
C 2.239 -3.229 -4.057 -0.590
C -2.143 -3.259 0.191 -0.381
C 0.018 6.108 -0.230 -0.636
C -3.469 -0.011 1.192 0.553
C 2.775 -2.988 -0.925 -0.647
C 1.644 2.571 1.470 -0.356
C 1.706 2.906 3.783 -0.759
C -3.370 1.451 0.785 -1.329
C -0.322 4.882 0.585 -0.452
C 3.431 -1.803 -0.255 -0.418
C 1.403 3.260 0.145 -0.452
C 4.754 0.083 -0.622 -0.388
C -5.036 -2.025 3.765 0.335
H 0.103 4.968 1.588 0.266
H -0.593 6.954 0.121 0.434
H 3.579 -4.711 -5.756 0.299
H -3.767 -0.059 2.251 0.076
H 2.531 2.194 3.909 0.300
H 2.833 7.635 -0.852 0.225
H -2.261 -2.311 -0.357 0.231
H 1.590 2.529 -0.645 0.277
H -1.410 4.831 0.669 0.361
H 1.482 -4.013 -3.928 0.343
H 0.763 2.370 3.940 0.321
H 5.238 -0.041 0.356 0.302
H 3.915 0.780 -0.503 -0.050
H -2.899 1.554 -0.195 0.265
H -0.947 -3.644 1.959 0.434
H 2.577 1.990 1.404 0.356
H 0.819 1.874 1.666 0.293
H -0.237 5.920 -1.281 0.352
H -2.462 -0.466 1.148 -0.160
H 3.982 -2.150 0.631 0.457
H -6.965 -2.489 -0.419 0.186
H 2.127 -2.811 -5.069 0.438
H 2.098 4.096 0.025 0.337
H -6.780 -1.931 2.586 0.442
H 2.342 -3.610 -0.140 0.458
H 1.618 7.132 -2.052 0.320
H -4.372 1.885 0.732 0.356
H 1.101 -1.590 -3.358 0.359
H -0.466 -2.176 1.107 0.149
H 3.523 -3.572 -1.470 0.236
H 2.649 -1.109 0.082 0.229
H 2.839 -1.449 -3.015 0.253
H -5.765 -2.945 -1.387 0.204
H -6.034 -3.560 2.773 0.283
H -0.025 -3.754 0.457 0.015
H 5.474 0.506 -1.320 0.274
H -2.780 2.020 1.511 0.344
H 1.211 8.364 -0.838 0.299
H -2.060 -4.036 -0.584 0.346
H 1.801 3.692 4.530 0.232
H 3.015 -5.719 -4.405 0.318
H 4.735 -5.276 -4.528 0.222
H -3.033 -3.569 2.000 0.278
```

Output
Total charge   -1
Calculated total energy   -93817.0786 eV
Spin multiplicity   1
Molar mass   504.3 u

(4)
9 unconnected molecules or ions with the total composition C5H31N2O8 at a distorted geometry. Source: the OMol25 dataset; level of theory: ωB97M-V with the def2-TZVPD basis set.

Structure (XYZ):
```
46
Properties=species:S:1:pos:R:3:mulliken_charge:R:1
O 1.115 -0.272 1.733 -0.509
O -1.850 2.736 -2.744 -0.645
O -1.370 0.944 0.331 -0.922
O 2.732 3.177 1.923 -0.642
O 1.118 4.024 -0.501 -0.887
O -0.355 2.983 1.621 -0.511
O 4.190 -0.383 1.894 -0.736
O -4.044 -0.254 1.124 -0.698
N 0.517 -1.870 -1.517 -0.191
N -0.891 -1.975 0.920 0.903
C -1.074 -2.618 2.261 -1.345
C 0.027 -1.305 -2.794 -0.960
C 0.768 -1.855 -3.956 -1.078
C -0.038 -3.176 -1.094 -0.787
C -1.298 -2.802 -0.275 -0.580
H -4.360 0.504 0.524 0.355
H -2.740 2.577 -3.098 0.327
H 0.066 -1.528 1.029 0.381
H 4.021 -0.320 2.804 0.389
H 0.456 -2.801 -4.161 0.295
H -1.451 -1.045 0.894 -0.468
H 2.057 0.160 1.766 0.470
H -1.571 1.340 -0.548 0.215
H 1.907 -1.715 -3.823 0.308
H 0.646 0.477 1.351 -0.102
H -0.087 -0.250 -2.611 0.677
H -2.062 -3.035 2.333 0.352
H -0.988 -1.833 -2.786 0.165
H 1.507 -1.916 -1.369 0.258
H -2.125 -2.183 -0.800 0.321
H 2.928 2.323 2.057 0.285
H 3.144 3.308 1.091 0.308
H -0.381 -3.850 -1.865 0.352
H -3.125 -0.202 1.169 0.400
H -1.170 1.578 0.885 0.409
H 0.497 3.319 1.328 0.334
H 0.646 -3.760 -0.334 0.359
H -1.840 -3.745 0.125 0.341
H 0.358 3.751 -1.018 0.267
H 1.922 3.866 -1.060 0.437
H 0.424 -1.126 -4.716 0.361
H -0.302 -3.428 2.414 0.388
H -1.616 3.634 -2.663 0.291
H -0.653 -2.091 3.070 0.455
H -0.396 3.143 2.565 0.279
H 4.305 -1.330 1.723 0.377
```

Output
ΔE to the lowest compared entry with this formula, charge and spin   306.0 kJ/mol
Calculated total energy   -25042.6881 eV
Spin multiplicity   2
⟨S²⟩   0.75
Molar mass   247.3 u

(5)
C3H4BrNO4 in the gas phase at a distorted geometry. Source: the OMol25 dataset; level of theory: ωB97M-V with the def2-TZVPD basis set.

Structure (XYZ):
```
13
Properties=species:S:1:pos:R:3:mulliken_charge:R:1
Br -2.102 1.454 0.549 -0.040
O 1.593 0.025 0.096 -0.347
O -2.492 -1.143 -0.584 -0.519
O -0.850 -2.116 0.516 -0.580
O -0.125 0.628 -1.244 -0.388
N -1.452 -1.181 0.053 0.985
C 1.275 0.636 -1.044 -0.115
C 0.503 0.055 1.005 -0.444
C -0.791 0.166 0.258 0.328
H 0.670 0.770 1.824 0.343
H 1.610 1.725 -1.083 0.254
H 0.518 -0.929 1.463 0.298
H 1.643 -0.089 -1.810 0.224
```

Output
ΔE to the lowest compared entry with this formula, charge and spin   123.4 kJ/mol
Calculated total energy   -82892.9872 eV
Spin multiplicity   1
Molar mass   198.0 u